A molecular structure, C48H39IrN6O4S, computed with ωB97M-V/def2-TZVPD.

Last column: Löwdin charge in e.
Element x y z (Å)
Ir 0.185 -0.012 -0.253  1.445
C 1.843 3.063 -7.132  -0.090
C 1.927 3.808 -5.964  -0.070
C 1.642 3.222 -4.740  -0.023
C 1.269 1.883 -4.670  -0.218
C 1.183 1.144 -5.845  -0.040
C 1.471 1.728 -7.071  -0.083
C 0.948 1.262 -3.351  -0.063
C -0.413 1.040 -3.079  -0.229
C -1.488 1.484 -3.913  0.004
C -2.641 1.278 -3.219  -0.021
C -2.277 0.672 -1.973  -0.255
N -0.919 0.507 -1.931  -0.057
C -3.167 0.312 -0.949  -0.091
C -2.810 -0.339 0.224  -0.242
C -3.744 -0.853 1.200  0.000
C -3.016 -1.415 2.190  0.020
C -1.625 -1.232 1.854  -0.221
C -0.557 -1.568 2.686  -0.072
C -0.892 -2.103 4.039  -0.223
C -1.156 -3.452 4.243  -0.037
C -1.478 -3.921 5.510  -0.086
C -1.538 -3.041 6.580  -0.093
C -1.275 -1.691 6.381  -0.070
C -0.953 -1.222 5.116  -0.012
C 0.774 -1.313 2.408  -0.222
N 1.272 -0.737 1.273  -0.043
C 2.601 -0.502 1.493  -0.204
C 3.463 0.151 0.633  -0.065
C 4.822 0.511 1.129  -0.212
C 5.862 -0.410 1.191  -0.042
C 7.111 -0.021 1.657  -0.088
C 7.322 1.288 2.066  -0.095
C 6.282 2.208 2.008  -0.067
C 5.034 1.825 1.540  -0.002
C 3.119 0.580 -0.650  -0.218
C 4.061 1.111 -1.609  0.031
C 3.372 1.375 -2.735  0.017
C 1.988 1.047 -2.470  -0.202
N 1.886 0.530 -1.201  -0.027
C 2.966 -1.012 2.794  0.036
C 1.852 -1.525 3.346  0.028
N -1.529 -0.617 0.649  -0.032
C -4.585 0.780 -1.065  -0.189
C -5.055 1.687 -0.116  -0.011
C -6.357 2.159 -0.171  -0.061
C -7.213 1.740 -1.180  -0.086
C -6.754 0.854 -2.142  -0.083
C -5.449 0.385 -2.085  -0.063
H 2.069 3.521 -8.087  0.100
H 2.213 4.851 -6.005  0.105
H 1.700 3.800 -3.825  0.133
H 0.897 0.099 -5.794  0.111
H 1.410 1.139 -7.978  0.100
H -1.373 1.962 -4.872  0.117
H -3.641 1.557 -3.509  0.109
H -4.816 -0.774 1.132  0.114
H -3.374 -1.877 3.095  0.117
H -1.104 -4.137 3.404  0.116
H -1.679 -4.974 5.661  0.099
H -1.788 -3.405 7.569  0.099
H -1.321 -1.001 7.213  0.104
H -0.748 -0.171 4.944  0.134
H 5.690 -1.431 0.869  0.119
H 7.918 -0.741 1.700  0.098
H 8.295 1.590 2.431  0.098
H 6.442 3.228 2.333  0.104
H 4.202 2.521 1.499  0.113
H 5.113 1.249 -1.421  0.120
H 3.746 1.776 -3.663  0.114
H 3.956 -0.962 3.214  0.118
H 1.742 -1.988 4.313  0.119
H -4.382 2.021 0.663  0.137
H -6.702 2.864 0.575  0.109
H -8.228 2.112 -1.223  0.102
H -7.410 0.535 -2.942  0.101
H -5.091 -0.274 -2.866  0.093
O -0.346 3.752 1.545  -0.329
S 0.411 2.530 1.414  0.318
O 0.179 1.553 2.477  -0.357
O 1.828 2.702 1.110  -0.347
O -0.242 1.885 0.083  -0.457
N -3.197 -2.854 -3.539  0.068
C -3.348 -2.845 -2.036  -0.091
C -2.027 -3.266 -1.411  -0.180
N -0.924 -2.485 -1.910  -0.051
C -0.783 -2.451 -3.345  -0.184
C -2.065 -1.973 -4.019  -0.088
H -4.070 -2.568 -3.977  0.172
H -3.011 -3.812 -3.839  0.174
H -4.185 -3.496 -1.785  0.137
H -3.575 -1.821 -1.754  0.093
H -1.844 -4.333 -1.591  0.126
H -2.109 -3.124 -0.332  0.120
H -0.993 -1.515 -1.601  0.029
H -0.490 -3.436 -3.728  0.125
H 0.010 -1.748 -3.604  0.120
H -2.043 -2.039 -5.106  0.135
H -2.300 -0.949 -3.708  0.092

Properties
* E_LUMO: -1.02 eV
* E_HOMO: -6.947 eV
* energy relative to the best compared isomer or geometry (same formula, charge and spin): 2.8 kcal per mole
* electronic energy: -2984.57727 Eh
* max |F|: 0.77 eV/A
* orbital gap: 5.93 eV

---

A molecular structure, C48H39N7PtS4, computed with ωB97M-V/def2-TZVPD.

Last column: Löwdin charge in e.
Element x y z (Å)
Pt -0.549 1.805 1.277  1.061
N -0.975 -0.171 1.182  -0.451
S -1.130 -1.244 0.203  0.780
N 0.223 -1.974 -0.383  -0.353
S 0.959 -1.609 -1.693  0.889
N 1.280 -0.146 -2.079  -0.352
S 1.716 1.004 -0.983  0.784
N 0.659 1.772 -0.333  -0.426
C 2.686 2.049 -2.036  -0.326
C 2.730 1.897 -3.411  -0.056
C 3.467 2.807 -4.159  -0.049
C 4.151 3.836 -3.530  -0.048
C 4.103 3.970 -2.146  -0.048
C 3.363 3.078 -1.391  -0.074
C 2.934 0.205 0.049  -0.323
C 4.193 -0.096 -0.460  -0.065
C 5.108 -0.735 0.359  -0.052
C 4.759 -1.070 1.663  -0.052
C 3.496 -0.770 2.153  -0.049
C 2.570 -0.124 1.344  -0.071
C 0.121 -2.219 -3.129  -0.320
C -0.303 -1.361 -4.127  -0.059
C -0.995 -1.896 -5.205  -0.049
C -1.245 -3.258 -5.268  -0.042
C -0.808 -4.106 -4.254  -0.042
C -0.119 -3.588 -3.174  -0.058
C 2.428 -2.593 -1.589  -0.325
C 3.280 -2.548 -2.687  -0.059
C 4.450 -3.282 -2.646  -0.043
C 4.755 -4.042 -1.521  -0.043
C 3.893 -4.071 -0.435  -0.047
C 2.711 -3.342 -0.460  -0.057
C -2.146 -0.925 -1.236  -0.309
C -2.852 -1.949 -1.856  -0.059
C -3.632 -1.653 -2.961  -0.055
C -3.701 -0.350 -3.438  -0.054
C -2.987 0.662 -2.814  -0.051
C -2.205 0.381 -1.703  -0.073
C -1.906 -2.648 0.958  -0.320
C -1.484 -3.950 0.732  -0.067
C -2.180 -4.992 1.327  -0.049
C -3.285 -4.729 2.124  -0.048
C -3.700 -3.420 2.335  -0.050
C -3.010 -2.371 1.753  -0.069
H 2.202 1.086 -3.891  0.098
H 3.508 2.707 -5.235  0.116
H 4.727 4.537 -4.118  0.117
H 4.646 4.768 -1.658  0.117
H 3.322 3.172 -0.312  0.122
H 4.460 0.174 -1.474  0.124
H 6.096 -0.966 -0.016  0.119
H 5.482 -1.561 2.301  0.117
H 3.232 -1.029 3.170  0.116
H 1.581 0.116 1.714  0.065
H -0.108 -0.300 -4.055  0.109
H -1.338 -1.242 -5.996  0.121
H -1.779 -3.668 -6.116  0.120
H -0.997 -5.169 -4.313  0.119
H 0.239 -4.240 -2.385  0.120
H 3.029 -1.951 -3.556  0.125
H 5.124 -3.268 -3.492  0.119
H 5.671 -4.617 -1.496  0.119
H 4.136 -4.662 0.438  0.120
H 2.031 -3.345 0.380  0.110
H -2.810 -2.963 -1.480  0.118
H -4.196 -2.441 -3.443  0.120
H -4.322 -0.125 -4.296  0.118
H -3.047 1.678 -3.181  0.117
H -1.654 1.169 -1.206  0.066
H -0.620 -4.146 0.114  0.094
H -1.857 -6.012 1.168  0.116
H -3.826 -5.546 2.581  0.117
H -4.567 -3.218 2.950  0.115
H -3.319 -1.345 1.905  0.093
N -2.733 3.763 4.237  0.158
C -3.384 2.917 5.101  -0.216
C -4.228 3.438 6.093  0.001
C -4.846 2.591 6.977  -0.037
C -4.650 1.203 6.902  -0.051
C -3.838 0.678 5.932  -0.090
C -3.203 1.531 5.014  -0.422
S -2.225 0.814 3.794  1.128
N -1.782 2.067 2.847  -0.467
C -1.852 3.395 3.259  -0.292
C -1.072 4.325 2.550  -0.217
C -1.012 5.709 2.822  -0.003
C -0.241 6.520 2.030  -0.042
C 0.474 5.969 0.962  -0.038
C 0.392 4.612 0.743  -0.113
N -0.348 3.804 1.508  -0.098
H -2.891 4.750 4.367  0.151
H -4.375 4.509 6.159  0.126
H -5.490 3.000 7.743  0.122
H -5.144 0.550 7.608  0.120
H -3.683 -0.392 5.858  0.115
H -1.548 6.137 3.659  0.111
H -0.188 7.580 2.235  0.121
H 1.083 6.580 0.313  0.113
H 0.912 4.121 -0.068  0.083

Properties
* E_LUMO (alpha / beta): -4.18 / -6.60 eV
* E_HOMO (alpha / beta): -10.778 / -12.890 eV
* energy relative to the best compared isomer or geometry (same formula, charge and spin): 0.0 kcal per mole
* electronic energy: -3947.18058 Eh
* 2S+1: 3
* charge: +2
* max |F|: 0.43 eV/A
* orbital gap (alpha / beta): 6.60 / 6.29 eV